No. 1
ORCA calculation (ωB97M-V/def2-TZVPD) on an isolated ion of composition C9H19NOP and charge +1 in a non-equilibrium geometry.

Summary:
2S+1: 1
ΔE to the lowest compared entry with this formula, charge and spin (eV): 0.000
E_LUMO (spin up / spin down) (Ha): -0.1764 / -0.1764
HOMO level (spin up / spin down) (Ha): -0.482 / -0.482
Charge: +1
Kohn-Sham gap (spin up / spin down) (eV): 8.31 / 8.31

Structure (XYZ):
```
31
Properties=species:S:1:pos:R:3:nbo_charge:R:1
C -0.436 1.728 3.060 -0.58
C 0.497 0.886 2.101 -0.54
C 0.175 1.064 0.634 0.55
O -0.047 2.137 0.122 -0.47
C 0.325 -0.212 -0.236 -0.01
N -0.842 -0.906 -0.449 -0.27
C -1.065 -1.815 -1.556 -0.41
C -2.042 -0.602 0.365 -0.22
C -3.018 0.411 -0.314 -0.64
P 1.489 0.044 -1.572 0.94
C 2.933 0.696 -0.625 -0.91
C 2.279 -1.484 -2.257 -0.97
H -0.142 2.714 2.923 0.22
H -0.370 1.547 4.175 0.24
H -1.407 1.576 2.749 0.20
H 0.431 -0.154 2.462 0.23
H 1.442 1.322 2.269 0.26
H -0.506 -1.353 -2.343 0.22
H -2.073 -1.899 -1.816 0.24
H -0.642 -2.874 -1.259 0.24
H -2.590 -1.502 0.534 0.23
H -1.636 -0.151 1.254 0.21
H -2.438 1.319 -0.470 0.24
H -3.638 -0.112 -1.106 0.23
H -3.761 0.717 0.427 0.24
H 2.700 1.510 -0.059 0.24
H 3.496 1.016 -1.520 0.25
H 3.543 -0.019 -0.080 0.25
H 1.735 -1.803 -3.198 0.26
H 2.319 -2.467 -1.609 0.26
H 3.290 -1.335 -2.606 0.27
```

---

No. 2
ORCA calculation (ωB97M-V/def2-TZVPD) on C30H25GeN3NiO5 as an isolated structure in a non-equilibrium geometry.

Summary:
2S+1: 4
ΔE to the lowest compared entry with this formula, charge and spin (eV): 0.349
E_LUMO (spin up / spin down) (Ha): -0.1306 / -0.2070
HOMO level (spin up / spin down) (Ha): -0.406 / -0.416
Charge: +1
Kohn-Sham gap (spin up / spin down) (eV): 7.49 / 5.69

Structure (XYZ):
```
65
Properties=species:S:1:pos:R:3:nbo_charge:R:1
Ni -0.078 -0.991 -1.078 1.40
O -0.742 -0.960 -2.891 -0.69
C -1.567 -0.137 -3.355 0.46
C -2.003 1.051 -2.731 -0.33
C -2.904 1.864 -3.447 -0.09
C -3.285 3.049 -2.926 -0.04
C -2.755 3.514 -1.710 -0.10
C -1.897 2.728 -0.988 -0.32
C -1.549 1.439 -1.446 0.52
O -0.835 0.664 -0.671 -0.83
N -4.287 3.867 -3.653 0.53
O -4.616 4.925 -3.151 -0.36
O -4.749 3.411 -4.682 -0.37
H -1.968 -0.352 -4.349 0.17
H -3.293 1.550 -4.408 0.26
H -3.038 4.499 -1.365 0.26
H -1.472 3.061 -0.045 0.25
N -4.171 -0.741 2.547 -0.81
C -3.883 -2.070 2.559 0.65
O -4.300 -2.838 3.400 -0.57
C -2.969 -2.593 1.476 -0.17
C -2.892 -3.968 1.312 -0.07
C -2.038 -4.498 0.362 -0.24
C -1.274 -3.639 -0.395 0.06
N -1.335 -2.311 -0.235 -0.57
C -2.170 -1.796 0.688 0.07
H -4.803 -0.403 3.253 0.42
H -3.952 -0.137 1.780 0.40
H -3.506 -4.596 1.945 0.27
H -1.956 -5.565 0.213 0.25
H -0.592 -4.006 -1.151 0.22
H -2.144 -0.717 0.785 0.23
C 2.312 -3.288 0.769 -1.08
Ge 2.004 -1.513 0.068 1.07
C 3.630 -0.859 -0.730 -0.38
C 3.705 -0.447 -2.065 -0.24
C 4.910 0.008 -2.595 -0.20
C 6.042 0.057 -1.793 -0.19
C 5.976 -0.347 -0.466 -0.18
C 4.776 -0.807 0.069 -0.24
C 1.384 -0.398 1.497 -0.47
C 0.938 -1.073 2.633 -0.19
C 0.442 -0.377 3.745 -0.22
C 0.336 0.989 3.695 -0.12
C 0.737 1.727 2.549 -0.10
C 0.616 3.139 2.522 -0.17
C 1.018 3.848 1.429 -0.21
C 1.547 3.169 0.308 -0.18
C 1.662 1.808 0.308 -0.21
C 1.266 1.043 1.428 0.04
H 3.099 -3.211 1.521 0.25
H 2.657 -3.942 -0.035 0.25
H 1.420 -3.730 1.217 0.23
H 2.829 -0.485 -2.703 0.21
H 4.964 0.319 -3.631 0.22
H 6.980 0.408 -2.205 0.23
H 6.862 -0.306 0.158 0.23
H 4.741 -1.118 1.110 0.21
H 1.004 -2.156 2.684 0.22
H 0.133 -0.922 4.630 0.23
H -0.063 1.534 4.547 0.22
H 0.212 3.648 3.393 0.22
H 0.943 4.928 1.422 0.23
H 1.875 3.734 -0.558 0.23
H 2.060 1.314 -0.564 0.22
```

---

No. 3
ORCA calculation (ωB97M-V/def2-TZVPD) on C34H50BaN11O4PSSi as an isolated structure in a non-equilibrium geometry.

Summary:
2S+1: 1
ΔE to the lowest compared entry with this formula, charge and spin (eV): 0.451
E_LUMO (Ha): 0.0149
HOMO level (Ha): -0.256
Charge: 0
Kohn-Sham gap (eV): 7.38

Structure (XYZ):
```
103
Properties=species:S:1:pos:R:3:mulliken_charge:R:1
Ba 0.078 0.438 0.357 0.40
N 0.921 0.573 -2.482 -0.17
C 0.626 -0.670 -3.198 -0.07
C 1.351 -1.837 -2.544 -0.48
N 0.983 -2.057 -1.146 0.98
C 0.252 -3.292 -0.837 -1.31
C -1.152 -3.033 -0.307 0.64
N -1.077 -2.215 0.903 -0.01
H 0.432 1.353 -2.917 0.11
H 1.913 0.791 -2.519 0.16
H 0.919 -0.632 -4.256 0.46
H -0.458 -0.831 -3.163 -0.22
H 2.423 -1.643 -2.610 -0.22
H 1.159 -2.740 -3.135 0.36
H 1.807 -1.996 -0.562 -0.27
H 0.814 -3.871 -0.095 0.32
H 0.172 -3.916 -1.734 0.38
H -1.665 -3.992 -0.156 0.44
H -1.712 -2.480 -1.067 -0.61
H -0.604 -2.720 1.651 0.11
H -2.003 -1.978 1.243 0.12
O -2.869 3.235 1.315 -0.79
S -2.717 2.089 0.457 1.22
O -1.714 2.242 -0.602 -0.71
O -2.421 0.825 1.181 -0.55
C -4.290 1.846 -0.339 -0.03
C -5.348 2.601 0.151 -0.59
C -6.611 2.462 -0.415 -0.73
C -6.800 1.586 -1.465 -0.73
C -5.735 0.844 -1.951 -0.30
C -4.467 0.949 -1.396 -0.45
P -3.051 -0.026 -2.090 2.29
C -3.769 -1.672 -2.396 -0.45
C -3.202 -2.477 -3.379 -0.04
C -3.540 -3.814 -3.476 -0.82
C -4.443 -4.371 -2.580 -0.52
C -5.004 -3.580 -1.590 -0.76
C -4.667 -2.237 -1.496 -0.62
C -2.963 0.768 -3.737 0.48
C -2.113 1.867 -3.822 -0.71
C -1.998 2.577 -5.007 -0.88
C -2.729 2.186 -6.123 -0.57
C -3.581 1.095 -6.040 -0.66
C -3.702 0.390 -4.851 -0.37
H -5.160 3.289 0.959 0.60
H -7.443 3.044 -0.041 0.40
H -7.779 1.481 -1.916 0.42
H -5.895 0.167 -2.784 0.34
H -2.483 -2.054 -4.074 0.37
H -3.094 -4.425 -4.249 0.43
H -4.706 -5.418 -2.654 0.40
H -5.705 -4.008 -0.886 0.43
H -5.103 -1.631 -0.712 0.45
H -1.570 2.185 -2.934 0.58
H -1.340 3.434 -5.060 0.47
H -2.637 2.733 -7.052 0.39
H -4.161 0.792 -6.902 0.44
H -4.375 -0.459 -4.803 0.34
C 4.651 -1.516 -1.218 -1.64
C 4.563 -0.061 -0.838 0.72
C 5.610 0.783 -1.157 -1.15
C 5.496 2.123 -0.793 -0.61
C 4.396 2.559 -0.112 -0.64
C 3.357 1.647 0.242 0.12
N 3.462 0.344 -0.191 0.37
N 2.280 1.963 0.960 0.55
Si 2.076 3.370 1.919 -0.20
C 1.868 4.960 0.942 -1.12
C 0.499 3.113 2.894 -0.63
C 3.488 3.600 3.133 -1.13
H 5.604 -1.936 -0.895 0.44
H 4.591 -1.644 -2.300 0.44
H 3.858 -2.092 -0.747 0.17
H 6.481 0.410 -1.679 0.49
H 6.285 2.822 -1.047 0.40
H 4.294 3.596 0.172 0.34
H 1.222 4.783 0.081 0.26
H 2.816 5.358 0.578 0.35
H 1.399 5.728 1.558 0.37
H -0.375 3.032 2.242 0.24
H 0.303 3.955 3.559 0.49
H 0.574 2.212 3.505 -0.10
H 4.443 3.689 2.616 0.35
H 3.549 2.742 3.804 0.29
H 3.348 4.495 3.740 0.38
N 3.157 -1.063 2.436 -0.20
C 3.794 -2.251 2.332 0.62
N 5.071 -2.223 1.893 -0.30
N 3.264 -3.423 2.628 -0.83
C 1.957 -3.438 2.854 0.68
N 0.818 -3.496 3.057 -0.71
H 3.406 -0.311 1.802 0.29
H 2.169 -1.085 2.669 -0.04
H 5.578 -1.357 1.910 0.23
H 5.583 -3.086 1.944 0.25
N -1.425 0.041 3.974 -0.22
C -0.121 -0.336 3.953 -0.12
N 0.487 -0.567 5.146 -0.43
O 0.489 -0.445 2.887 0.58
H -1.833 0.389 4.825 0.24
H -1.838 0.370 3.107 0.05
H -0.092 -0.802 5.934 0.19
H 1.364 -1.058 5.095 0.27
```

---

No. 4
ORCA calculation (ωB97M-V/def2-TZVPD) on a single C4H6S2 molecule in a non-equilibrium geometry.

Summary:
2S+1: 1
ΔE to the lowest compared entry with this formula, charge and spin (eV): 1.337
E_LUMO (Ha): -0.0302
HOMO level (Ha): -0.327
Charge: 0
Kohn-Sham gap (eV): 8.08

Structure (XYZ):
```
12
Properties=species:S:1:pos:R:3:nbo_charge:R:1
C 0.278 1.279 -0.224 -0.59
C -0.039 -0.202 -0.400 -0.41
C -1.354 -0.492 0.247 -0.24
S -2.633 -1.289 -0.311 0.09
C 1.008 -1.038 0.346 -0.19
S 2.532 -1.315 -0.290 0.05
H 1.316 1.510 -0.501 0.24
H -0.403 1.946 -0.826 0.23
H 0.032 1.546 0.834 0.21
H -0.088 -0.496 -1.457 0.25
H -1.469 -0.164 1.229 0.18
H 0.819 -1.285 1.352 0.19
```

---

No. 5
ORCA calculation (ωB97M-V/def2-TZVPD) on a 10-piece molecular cluster, C6H30NO12 overall in a non-equilibrium geometry.

Summary:
2S+1: 2
E_LUMO (spin up / spin down) (Ha): -0.0855 / -0.2545
HOMO level (spin up / spin down) (Ha): -0.374 / -0.374
Charge: 0
Kohn-Sham gap (spin up / spin down) (eV): 7.85 / 3.25

Structure (XYZ):
```
49
Properties=species:S:1:pos:R:3:nbo_charge:R:1
N 1.028 8.336 24.300 0.72
O 1.539 7.835 25.267 -0.15
O 1.142 7.786 23.229 -0.35
O 0.524 9.431 24.432 -0.29
O 1.565 11.891 23.166 -0.93
H 1.384 11.100 23.674 0.46
H 2.127 11.593 22.451 0.48
O 1.018 7.640 28.440 -0.96
H 0.754 8.506 28.131 0.48
H 1.227 7.154 27.642 0.45
O -0.991 11.012 22.067 -0.95
H -0.470 10.216 21.962 0.47
H -0.455 11.579 22.620 0.47
O 2.979 6.158 21.780 -0.94
H 3.439 6.638 21.092 0.48
H 2.444 6.821 22.218 0.47
O 0.051 8.807 20.810 -0.93
H 0.876 8.952 20.346 0.47
H 0.284 8.233 21.539 0.47
O 2.564 5.311 24.347 -0.93
H 2.202 6.154 24.619 0.44
H 2.638 5.378 23.395 0.48
O -2.128 11.774 25.126 -0.93
H -1.369 12.329 24.947 0.46
H -1.953 10.965 24.644 0.47
C 1.335 11.457 29.082 -0.64
C 0.849 11.289 27.663 0.10
C 1.986 11.540 26.634 -0.64
O 0.258 9.997 27.388 -0.72
H 0.562 11.281 29.830 0.23
H 1.798 12.442 29.133 0.22
H 2.102 10.762 29.424 0.22
H 0.061 12.037 27.572 0.18
H 2.396 12.517 26.889 0.22
H 1.701 11.511 25.583 0.19
H 2.751 10.764 26.689 0.21
H 0.236 9.844 26.441 0.48
C -1.030 5.134 22.914 -0.64
C -0.386 4.053 21.963 0.11
C -0.785 2.619 22.489 -0.63
O -0.677 4.209 20.562 -0.74
H -2.058 4.849 23.137 0.22
H -0.955 6.157 22.544 0.19
H -0.456 5.132 23.841 0.22
H 0.698 4.158 21.955 0.16
H -1.824 2.382 22.265 0.21
H -0.743 2.528 23.575 0.22
H -0.156 1.839 22.060 0.22
H -0.735 5.129 20.292 0.47
```

---

No. 6
ORCA calculation (ωB97M-V/def2-TZVPD) on a 2-piece molecular cluster, CH2NO4P overall in a non-equilibrium geometry.

Summary:
2S+1: 1
ΔE to the lowest compared entry with this formula, charge and spin (eV): 3.589
E_LUMO (Ha): 0.2543
HOMO level (Ha): 0.003
Charge: -2
Kohn-Sham gap (eV): 6.83

Structure (XYZ):
```
9
Properties=species:S:1:pos:R:3:nbo_charge:R:1
C 1.393 0.435 0.014 0.47
N 0.479 -0.427 -0.029 -0.74
O -1.876 -1.375 0.295 -1.24
O -1.323 1.041 1.089 -1.23
O 2.620 0.510 -0.034 -0.77
O -1.447 0.440 -1.474 -1.23
P -1.350 -0.021 -0.030 2.45
H 0.705 1.428 -0.146 0.14
H 0.800 -2.031 0.316 0.15
```

---

No. 7
ORCA calculation (ωB97M-V/def2-TZVPD) on an isolated ion of composition C3H6NO2 and charge +1 in a non-equilibrium geometry.

Summary:
2S+1: 1
ΔE to the lowest compared entry with this formula, charge and spin (eV): 4.471
E_LUMO (Ha): -0.1624
HOMO level (Ha): -0.567
Charge: +1
Kohn-Sham gap (eV): 11.01

Structure (XYZ):
```
12
Properties=species:S:1:pos:R:3:nbo_charge:R:1
C 0.413 -1.898 -0.756 -0.28
O 0.544 -1.085 0.382 -0.26
N 0.077 0.295 0.178 -0.06
C -0.034 1.376 0.836 0.67
O 0.329 2.040 1.838 -0.55
C -0.901 1.259 -0.358 -0.19
H 0.915 -2.819 -0.456 0.25
H 0.931 -1.482 -1.622 0.20
H -0.633 -2.112 -0.990 0.20
H 0.945 1.602 2.460 0.55
H -1.965 1.085 -0.220 0.24
H -0.622 1.741 -1.292 0.24
```

---

No. 8
ORCA calculation (ωB97M-V/def2-TZVPD) on C24H26O22Pd3 as an isolated structure in a non-equilibrium geometry.

Summary:
2S+1: 7
ΔE to the lowest compared entry with this formula, charge and spin (eV): 0.007
E_LUMO (spin up / spin down) (Ha): -0.4491 / -0.5585
HOMO level (spin up / spin down) (Ha): -0.666 / -0.666
Charge: +4
Kohn-Sham gap (spin up / spin down) (eV): 5.90 / 2.92

Structure (XYZ):
```
75
Properties=species:S:1:pos:R:3:mulliken_charge:R:1
Pd -0.493 1.923 4.534 0.90
Pd -1.828 -2.327 3.997 0.90
Pd -0.468 0.320 -3.862 0.60
C 0.033 1.402 0.333 -0.45
C -0.432 0.745 1.485 0.16
C -0.747 -0.870 1.329 1.86
O -0.783 -1.551 2.379 -1.03
C -1.013 -1.356 0.075 -0.40
C -0.762 -0.557 -1.071 0.75
C -0.141 0.820 -0.937 0.19
O 0.272 1.446 -1.924 -0.96
O -1.005 -0.990 -2.183 -1.04
O -0.692 1.259 2.564 -0.65
H 0.363 2.423 0.461 0.99
H -1.314 -2.394 0.095 0.04
C 1.328 -3.403 -1.043 1.70
C 2.163 -4.439 -0.230 -0.35
O 3.384 -4.439 -0.959 -0.33
C 3.267 -3.820 -2.151 0.58
O 4.091 -3.756 -2.980 -0.45
O 2.009 -3.276 -2.263 -0.37
H 1.434 -2.446 -0.502 -0.53
H 0.284 -3.688 -1.103 -0.80
H 1.693 -5.415 -0.153 0.34
H 2.375 -4.007 0.746 0.29
C 3.938 -0.346 -0.509 -0.33
C 3.436 0.776 0.396 0.05
O 4.727 1.311 0.842 -0.25
C 5.537 1.085 -0.142 0.70
O 6.758 1.425 -0.157 -0.06
O 5.052 0.386 -1.118 -0.24
H 3.228 -0.648 -1.273 0.33
H 4.317 -1.212 0.035 0.29
H 2.768 0.504 1.203 0.28
H 2.930 1.518 -0.225 0.15
C -1.375 4.581 -0.848 0.00
C -2.651 4.196 -0.074 -0.04
O -3.138 5.497 0.341 -0.26
C -2.656 6.367 -0.485 0.71
O -3.141 7.546 -0.527 -0.04
O -1.692 5.966 -1.221 -0.26
H -1.240 4.063 -1.790 0.30
H -0.510 4.542 -0.191 0.13
H -2.440 3.565 0.782 0.21
H -3.388 3.715 -0.714 0.23
C 3.424 5.148 2.006 -0.29
C 4.088 5.181 3.375 -0.36
O 3.091 4.556 4.207 -0.29
C 2.328 3.784 3.472 0.45
O 1.498 3.013 3.885 -0.33
O 2.586 3.956 2.157 -0.31
H 4.078 4.885 1.181 0.29
H 2.861 6.049 1.770 0.27
H 4.354 6.182 3.694 0.35
H 4.950 4.516 3.417 0.27
C -3.403 -5.566 -1.763 -0.31
C -2.315 -4.565 -1.315 0.11
O -1.321 -5.412 -0.725 -0.27
C -1.886 -6.654 -0.486 0.47
O -1.341 -7.443 0.200 -0.46
O -3.122 -6.717 -0.982 -0.30
H -3.226 -5.745 -2.822 0.27
H -4.399 -5.200 -1.548 0.34
H -2.699 -3.891 -0.534 -0.16
H -1.904 -3.972 -2.129 0.30
C -4.537 -1.408 -0.082 -0.40
C -3.845 -0.033 -0.293 0.24
O -3.518 -0.021 -1.672 -0.35
C -3.926 -1.180 -2.276 0.61
O -3.711 -1.435 -3.398 -0.46
O -4.492 -2.008 -1.368 -0.32
H -5.557 -1.172 0.221 0.37
H -4.101 -2.089 0.646 0.23
H -2.905 0.029 0.261 -0.28
H -4.533 0.776 -0.062 0.49
```

---

no.,E (Ha)
1,-825.348451
2,-5283.607091
3,-3283.731093
4,-952.320279
5,-1203.958197
6,-736.361945
7,-322.714554
8,-2967.124288